# C51H38AuClN6O5PS

A structure of composition C51H38AuClN6O5PS in a non-equilibrium geometry (ωB97M-V with the def2-TZVPD basis set, the Open Molecules 2025 dataset).

Geometry as XYZ:
```
104
Properties=species:S:1:pos:R:3:lowdin_charge:R:1
Au -0.09 -0.01 -0.01 0.956
Cl 0.10 -0.21 2.41 0.875
C 1.77 0.01 2.85 -0.580
C 2.03 0.19 4.20 -0.082
C 3.33 0.31 4.65 -0.044
C 4.37 0.26 3.73 -0.045
C 4.11 0.11 2.39 -0.055
C 2.80 -0.05 1.91 -0.339
P 2.51 -0.37 0.10 1.137
C 2.31 -2.17 0.09 -0.364
C 1.99 -2.80 -1.11 -0.092
C 1.62 -4.13 -1.11 -0.058
C 1.58 -4.84 0.08 -0.047
C 1.99 -4.24 1.26 -0.062
C 2.35 -2.90 1.27 -0.080
C 4.17 0.01 -0.54 -0.375
C 5.08 -1.01 -0.76 -0.066
C 6.36 -0.69 -1.21 -0.056
C 6.71 0.63 -1.44 -0.060
C 5.79 1.64 -1.22 -0.061
C 4.52 1.33 -0.77 -0.094
H 1.20 0.22 4.89 0.115
H 3.53 0.44 5.70 0.119
H 5.39 0.34 4.07 0.117
H 4.93 0.07 1.69 0.105
H 2.00 -2.25 -2.04 0.095
H 1.33 -4.59 -2.04 0.118
H 1.23 -5.86 0.09 0.114
H 2.01 -4.80 2.18 0.117
H 2.65 -2.45 2.20 0.105
H 4.81 -2.04 -0.57 0.112
H 7.08 -1.48 -1.36 0.113
H 7.70 0.86 -1.80 0.111
H 6.06 2.67 -1.40 0.111
H 3.79 2.11 -0.59 0.112
O -0.98 -2.63 -2.44 0.071
C -1.33 -2.78 -1.29 -0.528
N -0.90 -2.10 -0.22 -0.123
S -1.66 -2.50 1.19 0.601
O -0.72 -2.97 2.16 -0.321
O -2.49 -1.38 1.58 -0.360
C -2.62 -3.81 0.48 -0.206
C -3.49 -4.70 1.07 -0.027
C -4.10 -5.64 0.25 -0.053
C -3.84 -5.65 -1.12 -0.051
C -2.95 -4.75 -1.69 0.012
C -2.34 -3.82 -0.87 -0.120
H -3.66 -4.67 2.14 0.124
H -4.78 -6.36 0.68 0.112
H -4.34 -6.37 -1.74 0.110
H -2.75 -4.75 -2.75 0.122
C -1.71 4.25 -0.07 -0.034
C -0.87 3.15 0.05 -0.130
N -1.35 1.93 0.29 -0.032
C -2.65 1.73 0.40 -0.077
C -3.58 2.77 0.27 -0.167
C -3.07 4.05 0.02 0.008
C -5.02 2.58 0.28 -0.027
C -5.78 1.62 0.82 -0.015
C -5.41 0.52 1.69 -0.278
C -6.20 -0.64 1.71 0.011
C -5.84 -1.62 2.62 -0.126
N -4.83 -1.46 3.45 0.086
C -4.12 -0.36 3.36 -0.230
N -4.38 0.63 2.53 0.131
H -1.30 5.23 -0.25 0.111
H 0.20 3.23 -0.03 0.106
H -2.96 0.71 0.59 0.090
H -3.75 4.88 -0.11 0.124
H -5.55 3.35 -0.28 0.115
H -6.84 1.64 0.60 0.115
H -7.04 -0.76 1.04 0.112
H -6.39 -2.55 2.69 0.110
H -3.28 -0.24 4.03 0.113
O -2.36 0.48 -2.53 0.097
C -1.23 0.34 -2.90 -0.543
N -0.75 0.23 -4.16 0.183
C 0.68 0.05 -4.22 -0.258
C 1.01 0.10 -2.71 -0.422
O 2.12 -0.02 -2.21 -0.047
N -0.11 0.31 -2.05 0.083
C 1.28 1.20 -5.01 -0.148
C 2.09 2.18 -4.46 -0.016
C 2.50 3.25 -5.24 -0.067
C 2.11 3.35 -6.56 -0.076
C 1.33 2.35 -7.12 -0.061
C 0.92 1.28 -6.35 -0.021
C 1.10 -1.28 -4.80 -0.161
C 2.45 -1.53 -5.00 -0.021
C 2.86 -2.71 -5.61 -0.064
C 1.92 -3.64 -6.02 -0.076
C 0.57 -3.40 -5.79 -0.064
C 0.16 -2.23 -5.18 -0.032
H -1.33 0.27 -4.98 0.169
H 2.40 2.11 -3.43 0.103
H 3.12 4.02 -4.81 0.105
H 2.41 4.20 -7.16 0.107
H 1.03 2.41 -8.16 0.109
H 0.32 0.49 -6.79 0.123
H 3.18 -0.80 -4.68 0.124
H 3.91 -2.90 -5.77 0.106
H 2.23 -4.55 -6.51 0.106
H -0.17 -4.13 -6.09 0.108
H -0.88 -2.06 -4.98 0.106
```

Values from the calculation:
Kohn-Sham gap (alpha / beta) (eV): 5.70 / 5.24
Molar mass (g/mol): 1110.36
Energy (Eh): -4006.20033
HOMO (alpha / beta) (eV): -10.81 / -10.81
Total charge: +1

---

# C51H38BrF9N2OP2V

A structure of composition C51H38BrF9N2OP2V in a non-equilibrium geometry (ωB97M-V with the def2-TZVPD basis set, the Open Molecules 2025 dataset).

Geometry as XYZ:
```
105
Properties=species:S:1:pos:R:3:nbo_charge:R:1
V 1.76 0.45 -1.32 1.046
C 3.61 -5.14 -2.70 -0.212
C 4.04 -3.85 -2.98 -0.199
C 3.18 -2.78 -2.79 -0.205
C 1.88 -2.98 -2.30 -0.343
C 1.47 -4.27 -2.01 -0.161
C 2.33 -5.35 -2.21 -0.223
P 0.85 -1.46 -2.20 1.034
C -0.81 -2.03 -1.68 -0.380
C -0.98 -2.77 -0.50 -0.143
C -2.24 -3.22 -0.13 -0.225
C -3.35 -2.90 -0.89 -0.209
C -3.20 -2.12 -2.03 -0.201
C -1.94 -1.69 -2.42 -0.202
C 0.70 -1.16 -4.00 -0.360
C 0.30 -2.05 -4.96 -0.201
C 0.31 -1.67 -6.32 -0.226
C 0.70 -0.41 -6.68 -0.165
C 1.12 0.53 -5.71 -0.081
C 1.52 1.85 -6.04 -0.221
C 1.96 2.70 -5.06 -0.209
C 2.05 2.26 -3.71 -0.190
C 1.66 1.00 -3.32 -0.396
C 1.16 0.14 -4.35 0.007
H 4.27 -5.99 -2.87 0.214
H 5.04 -3.68 -3.35 0.214
H 3.50 -1.77 -3.03 0.231
H 0.47 -4.46 -1.64 0.215
H 1.99 -6.36 -1.99 0.215
H -0.13 -2.99 0.13 0.213
H -2.35 -3.83 0.76 0.219
H -4.33 -3.27 -0.61 0.218
H -4.07 -1.85 -2.62 0.217
H -1.83 -1.10 -3.32 0.230
H -0.03 -3.05 -4.69 0.215
H 0.01 -2.38 -7.08 0.212
H 0.70 -0.12 -7.73 0.208
H 1.46 2.18 -7.07 0.206
H 2.25 3.71 -5.31 0.205
H 2.45 2.96 -2.98 0.182
N 5.72 0.20 -0.51 -0.783
C 4.44 -0.17 -0.68 0.724
O 3.80 0.24 -1.67 -0.669
C 3.81 -1.12 0.30 -0.521
C 2.28 -0.98 0.23 -0.890
H 6.14 0.81 -1.19 0.413
H 6.24 -0.08 0.30 0.405
H 4.22 -0.94 1.30 0.211
H 4.14 -2.12 -0.01 0.250
H 1.93 -0.37 1.07 0.201
H 1.82 -1.97 0.34 0.196
Br 2.53 2.54 0.41 0.155
C 0.84 2.83 -0.46 0.069
C 0.31 4.08 -0.52 -0.218
C -0.85 4.28 -1.29 -0.278
C -1.36 3.17 -1.99 -0.232
C -0.78 1.94 -1.87 0.007
N 0.36 1.72 -1.09 -0.683
H 0.79 4.90 0.00 0.225
H -1.32 5.25 -1.35 0.220
H -2.22 3.28 -2.64 0.225
H -1.16 1.08 -2.39 0.204
F 0.45 3.98 8.02 -0.324
C 1.03 2.80 7.74 0.965
F 0.60 1.92 8.67 -0.323
F 2.36 2.95 7.92 -0.322
C 0.69 2.34 6.35 -0.078
C 1.68 2.09 5.42 -0.209
C 1.33 1.68 4.14 -0.198
C -0.01 1.51 3.79 -0.326
C -0.99 1.75 4.75 -0.133
C -0.65 2.17 6.02 -0.225
P -0.38 0.91 2.07 0.852
C -1.18 -0.68 2.60 -0.208
C -2.55 -0.92 2.70 -0.236
C -3.01 -2.17 3.10 -0.172
C -2.12 -3.17 3.42 -0.159
C -0.75 -2.94 3.36 -0.176
C -0.29 -1.70 2.95 -0.228
C -2.61 -4.53 3.84 0.973
F -1.84 -5.51 3.34 -0.326
F -3.87 -4.76 3.41 -0.324
F -2.61 -4.67 5.18 -0.322
C -1.83 1.97 1.67 -0.310
C -2.74 1.53 0.70 -0.207
C -3.75 2.35 0.24 -0.200
C -3.85 3.64 0.72 -0.089
C -2.96 4.11 1.67 -0.190
C -1.95 3.28 2.13 -0.214
C -4.93 4.56 0.21 0.966
F -4.51 5.84 0.15 -0.324
F -6.02 4.54 1.00 -0.326
F -5.33 4.21 -1.02 -0.324
H 2.72 2.22 5.69 0.233
H 2.10 1.50 3.40 0.223
H -2.04 1.61 4.49 0.215
H -1.41 2.38 6.76 0.230
H -3.26 -0.15 2.47 0.227
H -4.08 -2.36 3.17 0.232
H -0.05 -3.72 3.62 0.231
H 0.78 -1.51 2.89 0.228
H -2.63 0.53 0.28 0.231
H -4.44 2.00 -0.51 0.233
H -3.05 5.12 2.04 0.230
H -1.24 3.67 2.85 0.226
```

Values from the calculation:
Kohn-Sham gap (alpha / beta) (eV): 5.54 / 7.64
Molar mass (g/mol): 1058.66
2S+1: 4
Energy (Eh): -7250.58813
HOMO (alpha / beta) (eV): -5.46 / -7.57
Total charge: 0